30
Properties=species:S:1:pos:R:3:nbo_charge:R:1 method="wB97M-V/def2-TZVPD" e_homo_ev=-8.775 total_charge=0 energy_ha=-592.48500 homo_lumo_gap_ev=8.831
C -3.41660 1.44138 -0.62300 -0.348
C -2.21812 0.85952 -0.68461 0.053
C -4.22699 0.51367 0.09618 0.363
C -1.50130 -2.65224 0.35332 -0.735
C 2.99717 -0.26026 1.41622 -0.639
C 2.94211 -0.55135 -1.06846 -0.639
C 3.78779 1.65305 -0.14121 -0.633
C -1.16728 -1.18670 -0.09753 0.181
C 2.72513 0.46882 0.03905 0.283
N -3.54484 -0.62481 0.28382 -0.374
N -2.23341 -0.35789 -0.16373 -0.293
N -5.45367 0.79598 0.50368 -0.769
O 1.42943 0.99939 -0.09487 -0.765
H -3.72665 2.30086 -1.15668 0.225
H -1.46096 1.36266 -1.22278 0.238
H -1.44289 -3.22457 -0.59352 0.247
H -0.66704 -2.97127 0.90798 0.225
H -2.38291 -2.65540 0.95323 0.234
H 4.03479 -0.63775 1.45259 0.204
H 2.95271 0.62554 2.10153 0.204
H 2.29780 -0.95291 1.72528 0.206
H 2.76672 0.03781 -1.89635 0.208
H 2.40539 -1.46181 -1.01971 0.208
H 4.01520 -0.82255 -1.04738 0.196
H 4.16091 1.71764 -1.18299 0.213
H 3.23007 2.45653 0.29657 0.229
H 4.72543 1.26169 0.44377 0.203
H 0.81500 0.17663 -0.14431 0.496
H -5.81257 1.66246 0.20434 0.387
H -6.03039 0.02589 0.35958 0.391

31
Properties=species:S:1:pos:R:3:nbo_charge:R:1 method="wB97M-V/def2-TZVPD" smiles="CC1(C)CC[C@](N=O)(C(C)(O)O)[C@@H]1O" e_homo_ev=-9.058 total_charge=0 energy_ha=-708.70597 homo_lumo_gap_ev=8.756
C -2.94483 -0.65080 -0.98700 -0.605
C -1.66686 -0.02901 -0.21812 -0.057
C -1.85206 1.39961 0.05564 -0.647
C -1.39442 -0.67735 1.11031 -0.397
C 0.09961 -0.42039 1.46194 -0.412
C 0.82936 -0.60595 0.10758 -0.044
N 1.47976 -1.90945 0.02395 0.131
O 1.60255 -2.44164 -1.10374 -0.301
C 1.94764 0.56574 -0.03937 0.543
C 2.83687 0.60107 1.21280 -0.691
O 1.23662 1.69356 -0.12473 -0.720
O 2.67176 0.36074 -1.21952 -0.720
C -0.36428 -0.43605 -0.95068 0.100
O -0.09723 0.32092 -2.02908 -0.732
H -2.65506 -0.53574 -2.10940 0.222
H -3.86564 -0.21442 -0.61784 0.221
H -2.89510 -1.72977 -0.73571 0.202
H -2.27302 1.88701 -0.92163 0.213
H -0.96956 1.98431 0.14028 0.231
H -2.41697 1.76447 0.98220 0.223
H -1.68277 -1.73700 1.04961 0.197
H -1.99409 -0.36432 1.87176 0.210
H 0.23092 0.58123 1.76350 0.226
H 0.42618 -1.12988 2.14380 0.223
H 3.60930 1.41400 1.27284 0.235
H 3.52002 -0.28725 1.44072 0.226
H 2.35238 0.62178 2.15777 0.236
H 0.71285 1.56602 -0.98113 0.510
H 3.54073 -0.03196 -0.86602 0.486
H -0.58201 -1.44256 -1.19334 0.179
H 0.55737 -0.11691 -2.69735 0.513

32
Properties=species:S:1:pos:R:3:nbo_charge:R:1 method="wB97M-V/def2-TZVPD" e_homo_ev=-2.865 total_charge=-1 energy_ha=-1050.14080 homo_lumo_gap_ev=6.014
C 1.68214 -1.74541 -1.18257 -0.327
C 1.92595 -1.96989 0.14934 -0.390
C 2.36117 -0.66200 -1.54518 -0.154
C 2.73510 -0.92054 0.58853 0.069
C 3.05152 -0.56446 2.04470 -0.642
C -4.48536 -1.46959 0.11336 -0.628
C 0.94194 2.42083 0.46440 -0.672
C -4.31602 0.09548 0.02872 -0.044
C 0.29022 2.05744 -0.90293 -0.116
N 2.93829 -0.09706 -0.44079 0.030
O 3.61048 1.03422 -0.48204 -0.727
O -0.90903 -0.56619 -0.99744 -1.018
O -3.10096 0.60539 -0.57388 -0.832
O -1.14417 1.88907 -0.68672 -0.831
P -1.54575 0.52124 0.03923 1.538
H 1.16049 -2.32599 -1.80131 0.186
H 1.54776 -2.66573 0.73327 0.182
H 2.42007 -0.29522 -2.49211 0.192
H -0.49981 -1.33723 -0.56553 0.516
H 3.51718 -1.44799 2.73420 0.183
H 2.18721 -0.31740 2.65946 0.200
H 3.80552 0.32637 1.98146 0.245
H -5.35674 -1.54423 0.59821 0.197
H -4.49768 -1.98988 -0.77302 0.208
H -3.61354 -1.83934 0.62008 0.211
H 0.72977 3.48515 0.86824 0.184
H 0.59424 1.60090 1.07873 0.201
H 2.05732 2.48129 0.17132 0.276
H -4.39344 0.70802 1.01204 0.165
H -5.02259 0.53804 -0.60352 0.175
H 0.82374 1.05277 -1.34275 0.239
H 0.50495 2.94194 -1.49548 0.182

29
Properties=species:S:1:pos:R:3:nbo_charge:R:1 method="wB97M-V/def2-TZVPD" e_homo_ev=-8.777 total_charge=0 energy_ha=-881.15327 homo_lumo_gap_ev=8.094
C -4.68977 -0.47371 0.91026 -0.636
C -4.03421 -0.16145 -0.36881 -0.173
C 2.87469 1.32469 0.11740 -0.387
C 2.84415 0.84651 1.53681 -0.406
C 3.49726 -0.04054 0.44360 0.079
C 5.05284 -0.14459 0.50472 -0.597
C -1.58594 -0.13532 -0.01588 -0.646
C -2.76031 0.53892 -2.23995 -0.619
C -2.81578 0.00763 -0.78134 0.007
N 2.93047 -1.16029 0.09988 -0.681
O 1.26991 -2.82739 -0.54742 -0.866
S 1.43702 -1.49219 0.05673 1.350
H -5.34594 0.27337 1.24782 0.216
H -4.05842 -0.63663 1.75114 0.203
H -4.76362 -0.20295 -1.05850 0.174
H 2.01631 1.08140 -0.40494 0.200
H 3.49671 2.16036 -0.32779 0.233
H 3.57580 1.32422 2.23605 0.225
H 1.93021 0.53886 1.94642 0.215
H 5.36443 -0.81408 -0.29805 0.224
H 5.31743 -0.64880 1.43458 0.210
H 5.56675 0.74863 0.39739 0.206
H -1.05098 -1.00166 -0.16126 0.214
H -0.88194 0.61610 -0.32404 0.204
H -1.66867 -0.08082 1.05514 0.219
H -3.71343 0.67944 -2.72239 0.213
H -2.29161 -0.32257 -2.77229 0.203
H -2.20344 1.41674 -2.41447 0.207
H -5.30991 -1.41390 0.69921 0.210

30
Properties=species:S:1:pos:R:3:nbo_charge:R:1 method="wB97M-V/def2-TZVPD" e_homo_ev=-9.274 total_charge=0 energy_ha=-1243.06614 homo_lumo_gap_ev=9.966
C -1.83851 -0.61574 0.91912 -0.405
C -1.04057 -1.65962 1.02647 0.023
C 0.85095 -0.32323 0.22549 -0.452
C 0.34060 -1.64282 0.61283 -0.274
C -0.13454 0.44989 -0.64039 -0.735
C -1.57129 -3.01444 1.40152 -0.634
C 1.32296 -2.16223 1.76935 -0.587
C 0.09165 2.49718 -3.05731 -0.971
C 0.88212 3.03810 -0.21795 -1.074
O 2.32499 1.37780 -1.79089 -1.098
O -2.58843 1.53631 -0.36006 -0.975
P 0.96032 1.80729 -1.47755 1.926
S -1.45944 1.16626 0.48726 1.262
H -2.93083 -0.58571 1.22998 0.230
H 1.15644 0.43697 1.05501 0.207
H 1.74819 -0.34845 -0.39695 0.268
H 0.46651 -2.30370 -0.13394 0.216
H -0.60133 -0.35087 -1.44650 0.260
H -1.12999 -3.34644 2.32590 0.225
H -1.59534 -3.71491 0.58146 0.228
H -2.72832 -2.88922 1.65504 0.215
H 2.06490 -1.42310 2.06780 0.217
H 1.74077 -3.01029 1.38720 0.208
H 0.81955 -2.56676 2.68658 0.206
H 0.91682 2.94428 -3.64675 0.247
H -0.25616 1.49025 -3.59820 0.247
H -0.60819 3.32812 -2.99597 0.249
H 1.62093 3.84215 -0.40307 0.268
H -0.12768 3.30336 -0.01403 0.247
H 1.30294 2.73957 0.74856 0.257

31
Properties=species:S:1:pos:R:3:nbo_charge:R:1 method="wB97M-V/def2-TZVPD" e_homo_ev=-13.764 total_charge=+1 energy_ha=-729.05088 homo_lumo_gap_ev=11.320
C 1.38553 0.52857 -1.31500 0.923
C -1.77859 -1.44905 0.73345 -0.521
C -1.65755 -0.91970 -0.62278 0.813
C 1.48978 0.53271 -2.84686 -0.515
C -2.34497 -0.43246 1.79128 -0.373
C 2.58383 -0.45360 -3.09965 -0.450
C -1.28346 0.11894 2.78400 -0.469
C 2.66627 -1.29203 -1.84581 -0.089
C -0.61726 1.38283 2.47748 -0.101
O -0.60730 -0.98080 -1.17441 -0.661
O 0.67479 1.27409 -0.68888 -0.594
O -2.73739 -0.47703 -1.20584 -0.661
O 2.16239 -0.36675 -0.78919 -0.453
O 0.65590 1.22825 1.83070 -0.721
H -2.48027 -2.32220 0.68171 0.255
H -0.81633 -1.82905 0.93929 0.231
H 1.60686 1.53914 -3.08722 0.258
H 0.60581 0.24716 -3.37445 0.269
H -2.78968 0.45831 1.28111 0.214
H -3.04531 -0.96843 2.31496 0.224
H 2.35179 -1.04732 -3.97537 0.245
H 3.59807 -0.04309 -3.29945 0.229
H -1.92845 0.16234 3.77333 0.251
H -0.57058 -0.72462 2.90572 0.219
H 3.82176 -1.47212 -1.59933 0.255
H 1.81063 -2.00595 -1.97091 0.237
H -1.30622 2.04569 1.76948 0.200
H -0.52814 2.20567 3.33956 0.223
H -2.61162 0.00130 -2.01002 0.507
H 0.53841 1.19301 0.42231 0.540
H 1.24745 0.76126 2.38779 0.514

38
Properties=species:S:1:pos:R:3:nbo_charge:R:1 method="wB97M-V/def2-TZVPD" e_homo_ev=-7.923 total_charge=0 energy_ha=-1161.92789 homo_lumo_gap_ev=7.936
Li -0.69058 1.31626 -0.30630 0.902
B -0.08325 2.56903 -2.52391 1.336
F -1.31967 1.91059 -2.38860 -0.592
F 0.50543 2.16829 -3.75711 -0.566
F -0.39281 3.94738 -2.50111 -0.566
F 0.66248 2.11993 -1.48458 -0.577
C -2.71074 3.17360 1.17783 -0.270
O -1.31478 3.17349 0.78508 -0.786
H -3.04932 2.05648 1.34643 0.204
H -3.12306 3.80556 0.32904 0.193
H -2.94502 3.89112 1.90521 0.178
H -0.87850 4.01864 0.71597 0.498
C 0.64482 -0.52911 2.21669 -0.257
O 0.02647 0.68948 1.71065 -0.756
H 0.03409 -1.28009 2.55447 0.170
H 1.18997 -0.33898 3.13480 0.170
H 1.30674 -0.92700 1.48271 0.200
H 0.24431 1.33547 2.36417 0.488
C -3.27857 -0.51744 0.37671 -0.296
O -2.54526 0.35689 -0.44242 -0.725
H -2.88350 -0.41492 1.43740 0.185
H -2.96938 -1.69856 0.22136 0.169
H -4.37575 -0.29052 0.47178 0.196
H -3.22859 0.40671 -1.06465 0.492
C 2.25252 -3.36698 0.14295 -0.278
C 1.11080 -2.81062 -0.39582 -0.255
C 1.13820 -1.58068 -1.12114 0.265
C 2.34422 -0.92868 -1.26928 -0.256
C 3.56181 -1.43618 -0.80106 -0.292
C 3.49496 -2.73401 -0.07557 0.331
O 4.54439 -3.32901 0.36800 -0.685
O -0.07082 -1.03673 -1.51573 -0.704
H 2.32884 -4.09015 0.76429 0.187
H 0.29582 -3.38998 -0.40037 0.194
H 2.16432 0.07001 -1.71357 0.252
H 4.25663 -0.67519 -1.18889 0.255
H 4.59251 -3.99886 1.04253 0.503
H -0.83974 -1.63525 -1.59794 0.492

Please write out number 4 again, unchanged.
29
Properties=species:S:1:pos:R:3:nbo_charge:R:1 method="wB97M-V/def2-TZVPD" e_homo_ev=-8.777 total_charge=0 energy_ha=-881.15327 homo_lumo_gap_ev=8.094
C -4.68977 -0.47371 0.91026 -0.636
C -4.03421 -0.16145 -0.36881 -0.173
C 2.87469 1.32469 0.11740 -0.387
C 2.84415 0.84651 1.53681 -0.406
C 3.49726 -0.04054 0.44360 0.079
C 5.05284 -0.14459 0.50472 -0.597
C -1.58594 -0.13532 -0.01588 -0.646
C -2.76031 0.53892 -2.23995 -0.619
C -2.81578 0.00763 -0.78134 0.007
N 2.93047 -1.16029 0.09988 -0.681
O 1.26991 -2.82739 -0.54742 -0.866
S 1.43702 -1.49219 0.05673 1.350
H -5.34594 0.27337 1.24782 0.216
H -4.05842 -0.63663 1.75114 0.203
H -4.76362 -0.20295 -1.05850 0.174
H 2.01631 1.08140 -0.40494 0.200
H 3.49671 2.16036 -0.32779 0.233
H 3.57580 1.32422 2.23605 0.225
H 1.93021 0.53886 1.94642 0.215
H 5.36443 -0.81408 -0.29805 0.224
H 5.31743 -0.64880 1.43458 0.210
H 5.56675 0.74863 0.39739 0.206
H -1.05098 -1.00166 -0.16126 0.214
H -0.88194 0.61610 -0.32404 0.204
H -1.66867 -0.08082 1.05514 0.219
H -3.71343 0.67944 -2.72239 0.213
H -2.29161 -0.32257 -2.77229 0.203
H -2.20344 1.41674 -2.41447 0.207
H -5.30991 -1.41390 0.69921 0.210